## a
C2H6I2Si2 | ωB97M-V with the def2-TZVPD basis set

Results
LUMO   0.026 eV
Total charge   0
HOMO-LUMO gap   9.17 eV
E_HOMO   -0.3361 Ha

Atoms and positions in Å:
C -0.173 -0.195 -1.417
C -0.083 0.011 1.355
Si -1.339 0.145 -0.004
Si 1.260 0.354 0.049
I -2.797 -1.811 -0.005
I 3.249 -1.075 0.033
H 0.217 -1.080 -1.859
H -0.350 0.503 -2.143
H -0.091 0.881 2.030
H -0.092 -0.900 1.957
H -1.629 1.574 -0.139
H 1.830 1.592 0.145

## b
C2H6I2Si2 | ωB97M-V with the def2-TZVPD basis set

Results
LUMO   0.065 eV
Total charge   0
HOMO-LUMO gap   9.54 eV
E_HOMO   -0.3483 Ha

Atoms and positions in Å:
C 0.950 -0.572 -0.764
C -0.937 0.825 0.555
Si 0.785 1.265 -0.069
Si -0.657 -1.032 0.199
I -2.482 -2.259 -1.055
I 0.277 -2.376 1.964
H 0.958 -0.415 -1.832
H 1.773 -1.248 -0.583
H -1.382 0.939 1.553
H -1.719 1.393 -0.119
H 1.632 1.113 1.178
H 0.804 2.365 -1.029

Which of them is most stable, and which least? Most stable: b; least stable: a.

## a
C2H6O3S | ωB97M-V with the def2-TZVPD basis set

Results
LUMO   0.533 eV
SMILES string   O=COCS.O
Total charge   0
HOMO-LUMO gap   10.72 eV
E_HOMO   -0.3743 Ha

Atoms and positions in Å:
O -1.441 3.144 2.025
H -1.586 3.113 2.998
H -1.361 2.201 1.756
O -0.425 0.764 1.313
O 0.818 -0.494 -0.198
S 2.134 -2.088 -1.986
C -0.273 0.198 0.229
C 0.626 -1.277 -1.324
H 2.497 -3.031 -1.091
H -1.060 0.215 -0.551
H 0.156 -0.663 -2.116
H -0.085 -2.081 -1.054

## b
C2H6O3S | ωB97M-V with the def2-TZVPD basis set

Results
LUMO   0.624 eV
SMILES string   O=CO.OCS
Total charge   0
HOMO-LUMO gap   10.13 eV
E_HOMO   -0.3495 Ha

Atoms and positions in Å:
C 2.116 -0.305 0.301
C -0.757 0.422 -0.610
O 1.828 -1.257 -0.349
O 1.572 0.134 1.464
O -1.624 0.883 -1.504
S -1.691 -0.342 0.794
H 2.950 0.395 0.112
H -0.194 1.216 -0.176
H -0.068 -0.499 -0.994
H 0.967 -0.470 1.820
H -2.507 0.917 -1.110
H -2.592 -1.093 0.251

Which of them is most stable, and which least? Most stable: a; least stable: b.

## a
C2H4F2OS | ωB97M-V with the def2-TZVPD basis set

Results
LUMO   0.639 eV
SMILES string   CC(F)(F)SO
Total charge   0
HOMO-LUMO gap   10.13 eV
E_HOMO   -0.3488 Ha

Atoms and positions in Å:
C 1.368 -0.372 -0.044
C 0.021 0.208 -0.199
O -2.525 -0.120 0.032
F -0.087 1.459 0.659
F -0.220 0.832 -1.355
S -1.212 -0.968 0.355
H 1.436 -1.266 0.587
H 1.717 -0.783 -0.974
H 1.949 0.271 0.533
H -2.448 0.740 0.405

## b
C2H4F2OS | ωB97M-V with the def2-TZVPD basis set

Results
LUMO (alpha / beta)   0.008 / -0.708 eV
Total charge   0
HOMO-LUMO gap (alpha / beta)   8.72 / 8.61 eV
E_HOMO (alpha / beta)   -0.3203 / -0.3423 Ha

Atoms and positions in Å:
C 1.615 -0.578 0.460
C -2.173 0.314 -0.334
O 1.621 1.615 -1.005
F -1.805 -0.946 -0.614
F -2.771 0.353 0.858
S 1.112 1.169 0.293
H 1.412 -0.886 1.480
H 2.673 -0.659 0.232
H 1.041 -1.179 -0.239
H -2.725 0.797 -1.131

Which of them is most stable, and which least? Most stable: a; least stable: b.

## a
CHF3O2S | ωB97M-V with the def2-TZVPD basis set

Results
LUMO   0.423 eV
SMILES string   O=[SH](=O)C(F)(F)F
Total charge   0
HOMO-LUMO gap   12.51 eV
E_HOMO   -0.4441 Ha

Atoms and positions in Å:
C -1.955 -0.021 0.106
O -0.454 1.945 -1.140
O 0.622 0.380 0.412
F -2.938 0.561 -0.809
F -2.588 0.035 1.265
F -1.528 -1.187 -0.238
S -0.485 1.172 0.035
H -0.836 1.963 0.998

## b
CHF3O2S | ωB97M-V with the def2-TZVPD basis set

Results
LUMO   -1.348 eV
Total charge   0
HOMO-LUMO gap   10.82 eV
E_HOMO   -0.4470 Ha

Atoms and positions in Å:
C -1.618 0.748 0.557
O 3.488 -1.600 0.100
O 2.140 -0.697 -1.759
F -2.658 1.348 1.170
F -1.857 0.871 -0.708
F -0.568 1.484 0.960
S 2.586 -1.829 -1.006
H -1.513 -0.323 0.686

Which of them is most stable, and which least? Most stable: b; least stable: a.